Formula: C4H11NORb
Source: the OMol25 dataset
Level of theory: ωB97M-V/def2-TZVPD

Geometry (Å):
Rb  4.3235  -0.5461  -0.0864
O  -1.4192  -0.7744  -0.4245
N  1.4167  -0.2869  -0.8904
C  -0.6687  0.2420  0.2325
C  1.3579  0.5010  1.5895
C  -2.5591  -0.2724  -1.0928
C  0.7389  -0.2689  0.4255
H  -3.4529  -0.3440  -0.4478
H  0.9551  -0.9804  -1.5067
H  -0.5714  1.0173  -0.5757
H  0.6645  -1.2934  0.8146
H  2.1826  -0.0279  2.0101
H  0.6768  0.6347  2.4121
H  1.0720  0.5765  -1.2285
H  -1.2442  0.6229  1.0784
H  -2.7417  -1.0168  -1.8771
H  1.7814  1.4466  1.2111
H  -2.5123  0.7701  -1.6439

Force components x, y, z for each atom (eV/Å):
Rb -0.11 0.01 -0.09
O 0.40 0.67 0.02
N 0.37 -0.83 0.87
C -0.79 0.04 -2.14
C 1.15 0.73 -1.58
C -1.07 0.05 -1.32
C -1.23 -1.36 1.58
H 0.38 0.56 -0.05
H 0.26 0.37 0.76
H -0.23 0.32 1.09
H -0.14 -0.05 -0.43
H 0.84 -0.61 0.36
H -0.40 0.30 0.01
H 0.25 1.21 -1.24
H 0.43 0.04 0.26
H -0.07 0.28 -0.04
H -0.44 0.12 0.47
H 0.41 -1.82 1.44

The HOMO energy is -12.71 eV. As for the charge: +1.

For each atom in turn, the Löwdin charge in e is: atom 1 (Rb): 0.957, atom 2 (O): -0.196, atom 3 (N): -0.016, atom 4 (C): -0.207, atom 5 (C): -0.067, atom 6 (C): -0.117, atom 7 (C): -0.443, atom 8 (H): 0.091, atom 9 (H): 0.104, atom 10 (H): 0.127, atom 11 (H): 0.148, atom 12 (H): 0.034, atom 13 (H): 0.089, atom 14 (H): 0.048, atom 15 (H): 0.139, atom 16 (H): 0.084, atom 17 (H): 0.094, atom 18 (H): 0.130

---

Formula: C4H7ClO3S
Source: the OMol25 dataset
Level of theory: ωB97M-V/def2-TZVPD

Geometry (Å):
Cl  -4.2778  -0.7177  -0.0771
S  -1.7922  0.4582  0.2648
O  -0.1939  0.1416  0.8702
O  0.0402  -1.3799  -0.6656
O  -2.4010  1.3750  1.2296
C  -1.1523  1.6358  -1.0723
C  -2.5677  -1.0819  0.2161
C  1.7108  -1.1405  1.2152
C  0.4638  -0.9394  0.3820
H  -2.2737  -1.6306  -0.6925
H  -2.2019  1.8351  -1.4784
H  -0.4667  1.3390  -1.8328
H  1.5709  -0.6791  2.1087
H  2.5648  -0.6908  0.6784
H  1.8552  -2.2701  1.2512
H  -0.9257  2.5601  -0.6208

Force components x, y, z for each atom (eV/Å):
Cl -0.63 0.01 0.30
S 2.11 1.33 1.38
O -1.71 0.28 0.87
O 1.37 -1.02 0.83
O 0.71 -1.26 -1.37
C -4.04 -0.71 -0.09
C 0.29 0.82 -1.33
C 0.23 -3.15 -3.61
C -0.70 1.56 -1.50
H 0.41 0.10 0.72
H 1.41 -0.18 -0.24
H 0.36 -0.80 -0.19
H -0.23 0.99 2.71
H -0.39 -0.26 0.17
H 0.11 1.52 0.32
H 0.70 0.78 1.03

The HOMO energy is -8.70 eV.

For each atom in turn, the Löwdin charge in e is: atom 1 (Cl): 0.495, atom 2 (S): 0.806, atom 3 (O): -0.179, atom 4 (O): 0.063, atom 5 (O): -0.346, atom 6 (C): -0.099, atom 7 (C): -0.710, atom 8 (C): 0.043, atom 9 (C): -0.539, atom 10 (H): 0.011, atom 11 (H): 0.082, atom 12 (H): 0.054, atom 13 (H): 0.045, atom 14 (H): 0.108, atom 15 (H): 0.127, atom 16 (H): 0.038

---

Formula: CH4N2OS
Source: the OMol25 dataset
Level of theory: ωB97M-V/def2-TZVPD

Geometry (Å):
S  -1.8639  -0.1149  1.7346
O  -1.7655  1.2293  0.3276
N  -0.4800  -0.7573  2.1100
N  -0.6387  1.2474  -0.3541
C  0.0021  0.1094  -0.5452
H  -0.3459  -1.7775  1.8540
H  -0.3890  -0.7496  0.0043
H  -0.4517  2.3075  -0.5083
H  0.9750  0.0411  -0.9788

Force components x, y, z for each atom (eV/Å):
S -0.71 -1.00 1.25
O 0.39 0.38 -0.87
N 0.63 -0.58 0.53
N -0.33 0.24 0.53
C -0.42 1.51 0.61
H -0.55 1.30 -0.37
H -0.10 0.39 -0.89
H 0.76 -2.74 -0.37
H 0.33 0.51 -0.42

The HOMO energy is -7.10 eV.

For each atom in turn, the Löwdin charge in e is: atom 1 (S): 0.721, atom 2 (O): -0.431, atom 3 (N): -0.547, atom 4 (N): -0.123, atom 5 (C): 0.071, atom 6 (H): -0.017, atom 7 (H): 0.022, atom 8 (H): 0.222, atom 9 (H): 0.083

---

Table of gap between HOMO and LUMO (Eh), in record order: 0.329, 0.336, 0.256
Table of DFT total energy (eV), in record order: -8513.10038, -33757.68983, -16959.39314
Table of relative energy (zero: lowest compared OMol25 entry of this formula, charge and spin) (kJ/mol), in record order: 108.9, 375.7, 559.2